Record 1
{"formula": "CH4N2O4", "method": "ωB97M-V/def2-TZVPD", "homo_lumo_gap_ev": [7.63, 6.52], "total_charge": 0, "de_lowest_kcal_mol": 126.02, "s2": 2.007, "spin_multiplicity": 3, "elements": ["O", "O", "O", "O", "N", "N", "C", "H", "H", "H", "H"], "positions_angstrom": [[1.37480, -1.63578, -0.11749], [0.18085, 1.22721, 1.50556], [-0.16857, 0.73267, -0.62799], [1.92944, -0.52024, 1.73715], [0.07889, 0.19792, 0.55190], [1.26159, -0.71592, 0.69172], [-1.23653, 0.02323, -1.30383], [1.17228, 0.98862, 1.92747], [-0.95240, -0.49773, -2.14731], [-1.98801, 0.86988, -1.60274], [-1.65236, -0.66985, -0.61444]]}

Record 2
{"formula": "CH4N2O6S2", "method": "ωB97M-V/def2-TZVPD", "homo_lumo_gap_ev": 7.24, "total_charge": -2, "de_lowest_kcal_mol": 30.76, "elements": ["S", "S", "O", "O", "O", "O", "O", "O", "N", "N", "C", "H", "H", "H", "H"], "positions_angstrom": [[1.14261, 1.86297, -0.08203], [-2.44562, 0.89642, 0.10091], [1.20628, 1.61699, -1.51132], [2.36124, 1.28599, 0.58078], [-3.01190, -0.38716, 0.26302], [1.05700, 3.28036, 0.26095], [-2.99514, 1.86266, 1.03905], [-2.37774, 1.29822, -1.26543], [0.20921, -0.52095, 0.40263], [-0.14592, -1.00018, -0.94098], [-0.10516, 0.85246, 0.64776], [1.25887, -0.53775, 0.47797], [0.51899, -0.63143, -1.65767], [-0.15966, 1.16599, 1.59942], [-1.00892, -0.39325, -0.99192]]}

Record 3
{"formula": "CH4N2ORb", "method": "ωB97M-V/def2-TZVPD", "homo_lumo_gap_ev": 7.91, "total_charge": 1, "de_lowest_kcal_mol": 45.43, "elements": ["Rb", "O", "N", "N", "C", "H", "H", "H", "H"], "positions_angstrom": [[-3.72739, -1.83071, 4.58653], [-0.45444, -0.32052, 0.75917], [-0.18795, -0.01899, -1.36449], [1.41021, 0.46324, -0.14294], [0.17057, 0.09838, -0.20795], [1.75579, 0.46153, 0.80610], [0.37331, 0.39317, -2.09607], [-1.18089, -0.19430, -1.42314], [1.84076, 0.94821, -0.91723]]}

Record 4
{"formula": "CH4N2OS", "method": "ωB97M-V/def2-TZVPD", "homo_lumo_gap_ev": [7.78, 7.61], "total_charge": 0, "de_lowest_kcal_mol": 119.64, "elements": ["S", "O", "N", "N", "C", "H", "H", "H", "H"], "positions_angstrom": [[0.88366, -0.03432, 1.00282], [-1.22328, -0.62394, 0.56512], [0.60107, 1.31180, 0.29520], [1.32810, -0.84813, -0.42215], [-1.44589, 0.13742, -0.36534], [1.07832, -1.78334, -0.12847], [0.62805, 2.12944, 0.96565], [0.52825, -0.58015, -0.99184], [-2.37829, 0.29123, -0.92098]]}

Record 5
{"formula": "CH4N2OS", "method": "ωB97M-V/def2-TZVPD", "homo_lumo_gap_ev": 9.83, "total_charge": 0, "de_lowest_kcal_mol": 70.22, "elements": ["S", "O", "N", "N", "C", "H", "H", "H", "H"], "positions_angstrom": [[1.67282, 0.15814, 0.83248], [-3.35067, -0.75108, 0.09939], [-1.47649, 0.53574, -0.47784], [1.28718, 0.09358, -0.72813], [-2.44387, -0.14911, -0.30934], [1.52076, 1.06413, -0.95819], [2.63130, -0.99259, 1.07354], [-0.51120, 0.62216, -0.92987], [0.67017, -0.58096, 1.39797]]}

Record 6
{"formula": "CH4N2OS", "method": "ωB97M-V/def2-TZVPD", "homo_lumo_gap_ev": 9.57, "total_charge": 0, "de_lowest_kcal_mol": 77.86, "smiles": "ON/C=N/S", "elements": ["S", "O", "N", "N", "C", "H", "H", "H", "H"], "positions_angstrom": [[2.63879, -0.18085, -0.05130], [-1.88991, -0.49910, 0.38927], [-1.14624, 0.58909, -0.32826], [1.06090, 0.44324, 0.12273], [0.08470, -0.09400, -0.53157], [-0.04526, -1.09713, -0.98123], [-2.66102, -0.64803, -0.23315], [-1.09543, 1.20650, 0.45179], [3.05345, 0.28028, 1.16172]]}

Record 7
{"formula": "CH4N2P2", "method": "ωB97M-V/def2-TZVPD", "homo_lumo_gap_ev": 7.10, "total_charge": 0, "de_lowest_kcal_mol": 20.75, "elements": ["P", "P", "N", "N", "C", "H", "H", "H", "H"], "positions_angstrom": [[-0.53166, 0.43364, 0.55767], [-0.22642, -0.29372, -2.29560], [-1.43332, -0.43111, -1.29609], [0.04585, -0.73017, 1.41300], [0.83306, 0.44222, -0.69951], [1.29928, 1.38598, -0.96716], [-0.42924, -0.92372, 2.28496], [-2.36254, -0.72655, -1.57331], [1.58614, -0.30263, -0.44584]]}

Record 8
{"formula": "CH4N2P2", "method": "ωB97M-V/def2-TZVPD", "homo_lumo_gap_ev": 7.61, "total_charge": 0, "de_lowest_kcal_mol": 21.09, "smiles": "[H]/N=P/NP=C", "elements": ["P", "P", "N", "N", "C", "H", "H", "H", "H"], "positions_angstrom": [[-2.27481, -0.74552, -0.08585], [0.98469, -1.28335, -0.08846], [-0.39539, -0.28683, 0.00688], [-2.66040, 0.76922, -0.11972], [2.42814, -0.30010, 0.05417], [-0.42026, 0.68512, -0.23491], [-3.50854, 1.17978, 0.13448], [2.45725, 0.72322, -0.07914], [3.38932, -0.74154, 0.41255]]}

Record 9
{"formula": "CH4N2P2", "method": "ωB97M-V/def2-TZVPD", "homo_lumo_gap_ev": 8.42, "total_charge": 0, "de_lowest_kcal_mol": 24.12, "smiles": "[H]/N=C1/[PH]#P1N", "elements": ["P", "P", "N", "N", "C", "H", "H", "H", "H"], "positions_angstrom": [[1.50019, 1.26818, -1.35880], [0.70862, 1.32047, 0.79032], [0.31548, -0.21126, 1.37368], [-1.37773, 1.37817, -1.40158], [-0.22189, 1.25910, -0.96622], [1.71208, -0.10224, -1.59914], [-2.22318, 1.55264, -0.96467], [1.06717, -0.87880, 1.59136], [-0.61195, -0.58752, 1.27281]]}

Record 10
{"formula": "CH4N2P2", "method": "ωB97M-V/def2-TZVPD", "homo_lumo_gap_ev": [5.38, 8.50], "total_charge": 0, "de_lowest_kcal_mol": 50.87, "elements": ["P", "P", "N", "N", "C", "H", "H", "H", "H"], "positions_angstrom": [[-2.02174, 0.60457, -0.61066], [1.09702, -1.94104, 0.80523], [-0.20505, -1.01633, 0.40340], [1.05178, 0.81101, 0.04513], [-0.15452, 0.30737, -0.04825], [-1.12997, -1.43390, 0.42928], [-1.78269, 1.82600, -1.24605], [1.15036, 1.76478, -0.26989], [1.99482, -0.92245, 0.49181]]}

Which formula does entry 7 have?
CH4N2P2

Please write out number 6 again, unchanged.
{"formula": "CH4N2OS", "method": "ωB97M-V/def2-TZVPD", "homo_lumo_gap_ev": 9.57, "total_charge": 0, "de_lowest_kcal_mol": 77.86, "smiles": "ON/C=N/S", "elements": ["S", "O", "N", "N", "C", "H", "H", "H", "H"], "positions_angstrom": [[2.63879, -0.18085, -0.05130], [-1.88991, -0.49910, 0.38927], [-1.14624, 0.58909, -0.32826], [1.06090, 0.44324, 0.12273], [0.08470, -0.09400, -0.53157], [-0.04526, -1.09713, -0.98123], [-2.66102, -0.64803, -0.23315], [-1.09543, 1.20650, 0.45179], [3.05345, 0.28028, 1.16172]]}

Which formula does entry 1 have?
CH4N2O4